85
Properties=species:S:1:pos:R:3 method="wB97M-V/def2-TZVPD" homo_energy_ev=-2.55 total_charge=-2 homo_lumo_gap_ev=6.040 e_above_lowest_kj_mol=19.80 e_lumo_ha=0.1283
Cs 1.144 2.208 0.591
Te 0.518 -0.283 2.986
Br 3.362 2.204 -3.606
Cl 1.591 2.951 3.929
Cl 3.362 8.446 1.535
Cl 3.046 5.937 -0.327
Cl 1.839 5.467 5.790
Cl 2.749 8.207 4.590
P -1.591 -0.089 0.512
P 1.443 -1.296 0.403
O 2.599 -0.197 0.469
O -0.764 3.262 -0.337
O 2.546 0.553 1.723
O -1.511 5.222 -1.186
N 1.035 3.224 -2.519
N -2.986 -3.155 5.152
C 2.603 6.815 3.564
C -1.685 -3.259 5.423
C -0.088 -0.944 1.009
C -2.947 1.880 -2.778
C -2.731 -1.550 0.232
C 0.971 -2.964 -1.737
C -4.951 -2.366 -0.309
C -3.244 -3.918 0.326
C 3.829 -4.438 1.464
C -2.426 -1.356 3.657
C -1.022 -0.057 -2.340
C -1.293 0.371 -3.635
C 2.122 4.492 3.238
C 1.234 -3.622 2.006
C 2.875 6.912 2.201
C 2.360 -1.060 -2.239
C 1.621 -1.799 -1.326
C -4.549 -3.676 -0.072
C -1.065 -1.479 3.920
C 2.747 5.770 1.416
C 1.780 -2.628 -3.972
C 1.046 -3.375 -3.056
C 1.154 3.424 -4.906
C 2.435 -1.476 -3.563
C 2.055 -2.815 1.229
C -2.267 1.331 -3.858
C -0.709 -2.462 4.842
C 2.209 5.588 4.091
C -4.055 -1.321 -0.154
C -3.329 -2.207 4.277
C 1.703 -4.826 2.510
C -2.647 1.474 -1.489
C 1.633 3.038 -3.669
C -0.681 4.374 -3.711
C -0.126 3.893 -2.527
C -0.050 4.115 -4.911
C -1.693 0.483 -1.251
C 3.354 -3.236 0.958
C -0.872 4.160 -1.202
C 2.396 4.524 1.888
C 3.002 -5.238 2.239
C -2.349 -2.864 0.480
H 4.002 -2.607 0.358
H -0.742 -0.055 -4.466
H -4.389 -2.125 4.059
H -3.680 2.663 -2.935
H 0.334 -2.620 5.095
H -5.250 -4.494 -0.189
H 3.366 -6.181 2.629
H 1.708 3.214 -5.809
H -2.481 1.668 -4.866
H -1.598 4.941 -3.644
H 0.223 -3.298 2.220
H -1.409 -4.030 6.137
H -2.791 -0.603 2.969
H 2.848 -0.149 -1.922
H -4.387 -0.307 -0.344
H -0.290 -0.833 -2.193
H -2.916 -4.932 0.528
H -5.971 -2.159 -0.611
H 1.050 -5.439 3.120
H -1.336 -3.054 0.811
H -0.475 4.451 -5.849
H 0.387 -3.531 -1.021
H 2.991 -0.880 -4.275
H 0.527 -4.271 -3.373
H 4.845 -4.750 1.252
H 1.833 -2.942 -5.007
H -3.129 1.955 -0.646



81
Properties=species:S:1:pos:R:3 method="wB97M-V/def2-TZVPD" homo_energy_ev="-10.34 / -10.95" total_charge=+1 homo_lumo_gap_ev="6.484 / 6.707" multiplicity=2 e_above_lowest_kj_mol=387.65 e_lumo_ha="-0.1416 / -0.1559" s_squared=0.758
Re -0.460 1.059 0.056
Cl -1.261 3.574 -1.759
Cl 0.340 -1.455 -1.759
Cl 0.370 -1.550 -4.971
Cl -0.460 1.059 -6.569
Cl -1.291 3.669 -4.971
S -0.471 0.871 2.350
P -1.734 -0.932 0.288
P 1.828 0.936 0.180
O -1.008 1.890 3.318
O -1.455 2.448 0.056
C -2.272 -2.772 2.403
C 1.253 0.637 2.888
C 4.079 2.619 -0.350
C 2.271 0.618 1.917
C -1.273 -1.015 4.310
C -0.460 1.059 -2.034
C -0.090 -0.104 -4.124
C -4.278 0.077 1.102
C -5.352 0.967 1.000
C 1.932 3.682 -0.126
C -1.153 -0.698 2.951
C -2.209 -2.384 -0.704
C -5.352 1.955 0.019
C -1.530 -4.523 -1.674
C 2.846 -1.654 -0.235
C -3.481 -2.577 -1.262
C 3.210 -0.112 -2.042
C 4.010 -2.386 -2.222
C -0.460 1.059 -4.828
C -1.235 -3.373 -0.935
C 2.522 4.929 -0.349
C -0.827 2.210 -2.723
C -1.716 -1.552 1.988
C 2.931 0.434 4.643
C 2.719 -0.351 -0.748
C 1.605 0.609 4.247
C -4.280 2.055 -0.862
C 3.892 5.021 -0.575
C -3.777 -3.726 -2.003
C 3.602 0.431 2.332
C -2.317 -3.114 3.755
C 3.862 -1.114 -2.766
C 3.928 0.323 3.684
C -0.831 2.223 -4.124
C 2.699 2.504 -0.127
C -1.834 -2.227 4.710
C -3.208 1.166 -0.761
C -0.094 -0.091 -2.723
C 4.670 3.867 -0.574
C -3.188 0.161 0.223
C 3.495 -2.659 -0.959
C -2.804 -4.700 -2.205
H 1.909 5.827 -0.342
H -6.184 2.651 -0.053
H -2.712 -3.463 1.688
H -0.763 -5.275 -1.834
H 0.854 0.762 5.015
H -4.272 2.829 -1.625
H -3.036 -5.592 -2.781
H 3.590 -3.656 -0.536
H 2.435 -1.912 0.739
H -1.912 -2.467 5.768
H -2.379 1.270 -1.460
H 4.410 0.388 1.606
H -4.272 -1.843 -1.133
H 5.742 3.935 -0.745
H -0.228 -3.259 -0.536
H -4.314 -0.678 1.882
H -6.184 0.890 1.694
H -0.967 -0.308 5.074
H 3.087 0.864 -2.510
H 3.183 0.404 5.700
H 0.859 3.644 0.056
H -2.763 -4.056 4.062
H 4.513 -3.167 -2.786
H 4.719 1.741 -0.354
H 4.352 5.990 -0.746
H 4.964 0.192 3.985
H -4.772 -3.855 -2.423
H 4.244 -0.901 -3.761



83
Properties=species:S:1:pos:R:3 method="wB97M-V/def2-TZVPD" homo_energy_ev="-15.94 / -16.59" total_charge=+3 homo_lumo_gap_ev="6.142 / 6.637" multiplicity=2 e_above_lowest_kj_mol=99.05 e_lumo_ha="-0.3600 / -0.3656" s_squared=0.812
Re -0.633 0.177 0.356
Br -0.826 -2.576 -0.995
P 1.243 -0.107 -1.474
F 0.166 -3.985 -5.839
F -1.131 -4.205 -3.475
F 2.510 -0.274 -4.236
F 2.002 -2.015 -6.194
O -0.875 1.937 -0.897
N -2.671 0.120 -0.500
N -1.627 1.477 1.705
N -1.109 -1.062 1.775
N 1.116 0.133 1.623
C -0.044 -1.760 2.408
C -3.438 1.341 3.319
C -2.151 2.271 -1.475
C 0.855 -1.229 -2.850
C -3.157 1.242 -1.059
C 1.330 -2.102 -5.069
C 1.564 -1.190 -4.046
C 3.311 0.647 2.425
C -0.038 -2.283 -2.681
C 2.290 -1.427 3.081
C 2.803 -1.976 -0.205
C -2.225 -0.659 2.559
C -2.451 0.740 2.520
C 5.233 -0.861 -0.960
C 2.472 3.740 -2.206
C -4.909 -0.733 -0.415
C 1.794 4.060 -3.375
C 2.830 -0.771 -0.914
C -4.236 0.503 4.136
C -2.998 -1.439 3.381
C -4.017 -0.847 4.156
C 1.524 1.516 -2.251
C 0.835 1.856 -3.426
C 2.335 2.482 -1.641
C 3.397 -0.549 3.090
C 1.083 -3.412 3.737
C -0.283 -3.212 -3.672
C -2.647 3.470 2.528
C 3.988 -2.609 0.127
C 2.230 -2.665 3.765
C -0.080 -2.956 3.075
C 2.153 0.948 1.696
C 0.974 3.118 -3.982
C 5.204 -2.046 -0.240
C -4.506 1.444 -1.293
C 0.393 -3.113 -4.888
C 4.052 -0.223 -1.307
C 1.158 -1.018 2.363
C -5.402 0.440 -0.967
C -1.712 2.795 1.733
C -3.555 -0.847 -0.189
C -3.524 2.751 3.298
H -2.663 4.550 2.516
H 4.096 0.670 -1.912
H -3.151 -1.741 0.263
H 1.913 5.039 -3.819
H 2.893 2.248 -0.745
H -5.000 0.947 4.758
H -1.025 3.341 1.099
H 6.177 -0.438 -1.272
H 4.121 1.361 2.441
H -2.037 2.269 -2.563
H 3.096 -3.009 4.314
H -5.564 -1.551 -0.154
H -0.153 2.212 -1.504
H 1.862 -2.436 0.071
H -0.973 -3.563 3.104
H -4.842 2.370 -1.738
H 1.045 -4.360 4.254
H 3.120 4.468 -1.738
H -4.618 -1.481 4.792
H 3.964 -3.548 0.662
H 0.206 1.126 -3.922
H 0.455 3.358 -4.900
H -6.461 0.569 -1.142
H 6.129 -2.545 0.014
H -2.443 3.275 -1.161
H 4.290 -0.816 3.639
H 2.071 1.882 1.153
H -4.264 3.251 3.907
H -2.845 -2.506 3.447



87
Properties=species:S:1:pos:R:3 method="wB97M-V/def2-TZVPD" homo_energy_ev=-1.25 total_charge=-2 homo_lumo_gap_ev=5.129 e_above_lowest_kj_mol=0.00 e_lumo_ha=0.1426
Te -0.927 2.869 -0.593
Cd 1.087 -1.742 0.987
Cl 1.112 2.362 6.576
Cl 0.157 2.480 3.566
Cl 2.892 -0.042 7.539
Cl 3.688 -2.298 5.478
S 4.288 -1.763 -2.669
O 2.729 -1.775 2.745
O 1.204 0.296 1.926
N 2.765 -1.056 -0.725
N -0.193 -1.766 5.375
N -1.945 -0.559 1.958
N -1.308 -0.950 0.791
N -0.430 -2.006 3.049
N -0.127 -1.306 -1.685
C -3.275 1.011 5.609
C -3.287 2.765 -4.958
C 1.614 0.272 3.143
C 1.420 -4.930 0.324
C -0.367 -1.284 -4.064
C 0.160 -2.261 4.167
C -1.908 2.651 -4.880
C 2.819 -0.882 4.936
C 4.525 1.034 -3.123
C 0.266 2.528 -3.670
C -1.581 -0.626 -3.954
C 1.219 1.214 4.100
C -2.943 0.440 4.398
C 2.412 0.092 5.867
C -4.154 3.321 -1.312
C 0.318 -1.600 -2.897
C -3.327 3.080 -2.545
C -2.058 -0.315 -2.693
C 2.457 -0.846 3.580
C 4.038 -0.060 -2.414
C -1.818 -0.398 -0.235
C 3.224 -2.106 -1.303
C -1.219 -0.834 5.476
C -1.534 -0.245 6.699
C -1.438 -1.044 3.033
C -1.223 2.726 -3.667
C 1.998 -6.032 -0.297
C -1.911 -0.495 4.317
C -4.015 2.661 -6.274
C 2.795 1.389 -0.907
C 2.815 -3.476 -0.925
C 1.800 -3.615 0.040
C -3.977 2.984 -3.771
C 4.129 2.296 -2.713
C -1.923 2.935 -2.463
C 3.271 2.471 -1.621
C 3.188 0.116 -1.316
C 1.618 1.139 5.448
C 3.004 -5.856 -1.241
C -2.560 0.674 6.759
C -1.297 -0.672 -1.583
C 3.411 -4.570 -1.554
H -3.439 0.725 3.480
H 1.009 -2.937 4.163
H 4.479 3.163 -3.259
H 2.950 3.466 -1.339
H -2.142 -0.333 -4.833
H 1.271 -2.116 -2.946
H 4.198 -4.421 -2.288
H -0.948 -0.490 7.577
H 0.528 1.563 -3.224
H 0.055 -1.539 -5.027
H -4.718 1.823 -6.281
H -4.590 3.566 -6.489
H 0.760 3.276 -3.049
H -4.172 2.436 -0.669
H 5.179 0.904 -3.976
H 0.667 2.566 -4.687
H 0.502 -1.804 6.107
H -3.312 2.512 -7.095
H -2.793 1.151 7.703
H 0.643 -5.108 1.061
H -4.065 1.749 5.661
H -2.984 0.230 -2.565
H -5.060 3.091 -3.799
H -5.179 3.588 -1.580
H -2.719 0.202 -0.150
H 1.669 -7.035 -0.044
H -3.712 4.109 -0.701
H 3.464 -6.709 -1.724
H 2.117 1.494 -0.068
H -1.337 2.480 -5.790



88
Properties=species:S:1:pos:R:3 method="wB97M-V/def2-TZVPD" homo_energy_ev=-7.13 homo_lumo_gap_ev=6.454 e_lumo_ha=-0.0248
I -2.183 -1.622 -1.886
Sn 0.386 0.319 0.015
Cl 2.803 3.019 1.749
Cl 2.698 1.963 -3.521
S 0.451 2.871 -1.775
P 0.854 -2.579 -0.925
O 2.018 0.067 1.490
O 8.126 -0.012 4.514
O 1.076 -0.859 3.279
O 7.249 -0.802 6.306
N -0.969 3.468 0.560
N -0.746 5.058 -1.028
N 1.544 2.142 -0.733
N -1.327 -0.441 1.765
N -0.949 2.185 0.955
N 7.175 -0.392 5.165
C 1.189 -4.429 1.112
C 4.273 -2.206 -3.238
C 2.036 -0.412 2.674
C -0.494 3.821 -0.586
C -3.349 -4.245 -2.611
C -1.532 1.920 2.072
C 3.458 -2.490 -2.156
C -2.278 -0.973 4.308
C 2.975 -4.424 2.708
C -3.496 -5.590 -2.964
C 3.623 2.826 0.248
C -1.904 -2.006 3.462
C 4.986 3.046 0.178
C -2.130 -3.732 -2.244
C -0.016 -6.749 -2.740
C 3.399 -0.393 3.328
C 1.793 -4.968 2.230
C -1.126 -5.889 -2.631
C 3.529 -0.806 4.651
C 1.403 -5.021 -1.945
C 3.528 -3.318 2.086
C 3.565 2.391 -2.091
C 4.518 0.033 2.618
C 4.764 -0.799 5.264
C 0.349 -4.146 -1.786
C -2.179 0.328 3.853
C 3.763 -1.556 -4.348
C 5.760 0.038 3.219
C 2.913 -2.763 0.979
C 2.865 2.459 -0.877
C 2.118 -2.116 -2.175
C -0.958 -4.530 -2.197
C -1.425 -1.681 2.204
C 1.623 -1.423 -3.279
C 5.642 2.934 -1.037
C 2.436 -1.156 -4.364
C 1.241 -6.312 -2.444
C 1.760 -3.339 0.459
C 5.877 -0.377 4.542
C -2.395 -6.393 -2.982
C 4.924 2.615 -2.177
C -1.680 0.569 2.569
H 3.461 -4.852 3.571
H 6.706 3.101 -1.102
H 4.443 -2.885 2.465
H -2.624 -1.181 5.312
H -1.959 -3.036 3.778
H 5.311 -2.510 -3.216
H 5.525 3.322 1.072
H -0.187 -7.761 -3.076
H -4.213 -3.599 -2.641
H 6.650 0.360 2.699
H 2.394 -4.707 -1.650
H 3.320 -1.872 0.526
H 4.397 0.364 1.598
H 2.640 -1.123 5.175
H 0.584 -1.116 -3.300
H -1.324 5.684 -0.491
H -2.452 1.154 4.491
H 1.349 -5.822 2.721
H -0.312 5.367 -1.880
H 4.887 -1.109 6.291
H -1.963 2.728 2.665
H 4.396 -1.364 -5.202
H -2.467 -7.429 -3.280
H 5.423 2.519 -3.129
H -1.092 -2.450 1.517
H 0.270 -4.863 0.734
H 2.034 -0.645 -5.226
H 2.101 -6.954 -2.555
H 3.878 -3.011 -1.307
H -4.468 -5.962 -3.245



Number 1: maximum force 3.19 eV/Å, electronic energy -214233.7277 eV. Number 2: maximum force 4.73 eV/Å, electronic energy -142249.4231 eV. Number 3: maximum force 1.62 eV/Å, electronic energy -144340.3884 eV. Number 4: maximum force 0.37 eV/Å, electronic energy -129862.8785 eV. Number 5: maximum force 1.42 eV/Å, electronic energy -120270.3608 eV.